1.
{
  "formula": "C24H26N2O5",
  "method": "ωB97M-V with the def2-TZVPD basis set",
  "species": ["C", "H", "C", "H", "O", "H", "H", "C", "H", "H", "H", "C", "H", "H", "H", "C", "C", "C", "C", "N", "H", "C", "H", "O", "H", "H", "C", "H", "H", "H", "C", "H", "H", "O", "C", "H", "C", "N", "C", "H", "O", "C", "C", "C", "C", "C", "H", "C", "C", "H", "C", "O", "H", "H", "C", "C", "H"],
  "coordinates": [[0.1920, 1.6724, -1.6805], [-0.8366, -2.7821, -1.3820], [2.8347, 0.5873, -1.7848], [4.0676, -1.4986, 0.6124], [1.8601, 2.5347, 1.5418], [-2.0638, -3.5827, -0.2347], [1.3434, 4.2605, 2.5214], [-0.3753, 3.1564, 0.6472], [-4.5832, 2.4020, 0.2996], [1.9899, 0.1067, 1.2940], [3.8601, -1.4322, -2.1838], [-1.2901, 3.0613, -0.3047], [0.3821, -2.8734, 3.2616], [-0.5184, 3.9675, 1.6486], [4.8295, -0.2895, -1.0669], [-3.5376, 1.1241, 1.3397], [-2.3618, -0.6401, 0.3211], [-2.7136, -0.7404, -2.1393], [-2.6634, 0.1561, 1.3984], [-1.6185, -1.7658, 0.3262], [-4.4041, 1.3440, -1.8798], [0.8885, 2.3417, 0.4254], [-1.9917, 3.7026, -0.3221], [1.5001, -1.8568, -1.1714], [-2.7381, -3.1481, -2.4706], [-3.9849, -2.4906, -1.0434], [2.0535, -2.0041, -0.0416], [0.7430, 2.9327, 3.1934], [0.8213, -4.4936, 2.6975], [-1.5299, 2.2722, -2.3031], [3.3652, -1.2646, 0.1040], [-3.6271, 1.5364, 2.4459], [-3.5805, -0.7238, -2.9153], [2.8309, 0.7655, -2.9056], [-3.0213, -0.2146, -0.9267], [-2.1080, -0.4584, 2.4059], [-0.9368, 2.4191, -1.6890], [2.2414, 1.1024, -0.5332], [2.6472, 0.2811, 0.6821], [0.3171, -3.7060, 0.2323], [1.7504, -2.5522, 1.1182], [1.5402, 3.2468, 2.8428], [-4.0543, 1.6478, 0.3169], [-0.4261, -1.9311, 0.9972], [1.1811, 1.6507, -0.5375], [-2.8525, -2.4011, -1.9395], [0.6618, 1.0777, -2.5274], [3.9056, -0.5558, -1.2519], [0.3694, -3.0391, 0.9746], [-0.8257, -3.8950, 2.2442], [-1.7433, -2.7292, -0.5481], [-0.0391, -0.6435, 1.6507], [2.4909, 3.0743, 3.4186], [3.5979, 0.8321, 1.0680], [-3.8572, 0.8188, -0.9140], [0.0818, -3.6118, 2.5682], [-1.8015, -0.8965, -2.5415]],
  "forces_ev_per_angstrom": [[2.6, -0.8, -0.2], [-1.4, -0.3, 2.8], [3.9, -4.1, 9.0], [8.2, -3.4, 7.0], [-0.8, -0.3, -0.6], [-1.6, -5.5, 2.0], [0.6, 0.7, 0.5], [2.4, 0.0, 2.3], [-5.3, 7.3, -0.2], [-7.2, -1.3, 6.3], [0.4, 2.7, 2.6], [4.8, -3.5, -4.2], [-0.7, 1.1, 0.5], [0.4, -2.9, -3.3], [4.7, 1.8, 0.5], [0.6, 2.5, 9.8], [-3.0, 3.7, -1.9], [-4.2, -7.7, -5.3], [5.1, -8.2, 2.7], [4.2, 0.5, 4.2], [1.7, -2.0, 2.2], [-4.6, 9.6, 12.8], [-5.6, 4.1, 0.1], [-0.4, -1.7, 4.1], [0.9, -6.8, -5.9], [2.8, -0.1, -3.5], [3.7, 2.7, -3.7], [-7.3, -3.6, 3.9], [-1.5, 1.2, -0.3], [-10.2, -1.6, -10.6], [-10.0, 7.8, -8.5], [-0.4, 0.0, -2.4], [1.9, 1.2, 0.9], [-1.7, 2.6, -5.6], [1.3, 0.9, 4.4], [-2.1, 2.9, -2.6], [9.8, 1.4, 14.2], [12.7, -9.7, -2.7], [11.3, 1.4, -7.6], [-0.5, -2.6, -2.5], [-2.1, -1.2, -1.9], [8.0, 1.9, -6.1], [2.2, -7.4, -7.4], [-2.5, 13.7, 2.5], [-11.1, 2.7, -7.6], [-3.4, 8.2, 13.7], [-1.6, 0.9, 0.7], [-7.0, -5.2, -2.3], [4.1, -0.4, 7.1], [-3.9, -1.3, 1.2], [0.4, 1.0, -13.0], [-1.1, -7.6, -2.8], [-1.3, 0.4, -0.4], [-1.9, -1.2, -0.1], [-3.0, 6.0, 0.3], [5.0, -1.6, -3.5], [3.4, 1.4, -1.4]],
  "nbo_charge": [-0.179, 0.203, 0.765, 0.177, -0.599, 0.176, 0.174, -0.232, 0.190, 0.196, 0.214, -0.218, 0.253, 0.218, 0.195, -0.220, 0.252, -0.425, -0.177, -0.473, 0.216, 0.377, 0.179, -0.637, 0.139, 0.135, 0.801, 0.157, 0.220, 0.153, -0.269, 0.205, 0.235, -0.533, -0.138, 0.241, -0.175, -0.450, -0.087, 0.237, -0.444, -0.197, -0.184, 0.658, -0.010, -0.234, 0.227, -0.482, -0.055, 0.204, -0.213, -0.718, 0.202, 0.208, -0.151, -0.545, 0.239],
  "molar_mass_g_mol": 422.5,
  "max_force_ev_per_a": 17.32,
  "homo_energy_ev": -7.4,
  "total_charge": 0,
  "relative_energy_kcal_mol": 584.57,
  "lumo_energy_ev": -0.059
}


2.
{
  "formula": "C8H12IN2S",
  "method": "ωB97M-V with the def2-TZVPD basis set",
  "species": ["H", "I", "H", "H", "C", "C", "C", "S", "C", "H", "H", "C", "H", "H", "H", "N", "H", "C", "C", "H", "N", "C", "H", "H"],
  "coordinates": [[2.1200, -1.4219, 2.5393], [-2.3890, -0.3142, -3.8169], [1.5397, 1.9160, 0.0447], [2.8774, -1.2773, 0.8042], [0.6553, -0.8391, 1.0263], [-0.2512, -0.0581, 1.9316], [-0.7957, -0.4845, -1.0421], [0.7940, -1.3081, -3.2097], [0.6056, 1.3918, -0.3624], [-0.0680, -0.5083, 2.9049], [-1.1444, 0.0007, 1.3481], [2.0440, -0.8590, 1.5583], [1.3425, -0.3439, -1.0717], [-2.3801, 2.4777, -0.5048], [2.3142, 0.0878, 1.9395], [-0.3225, 2.2746, -0.5832], [-0.0054, 0.9610, 2.0942], [-0.5599, -0.6967, -2.6645], [-1.5556, 1.7547, -0.6614], [0.4798, -1.8614, 0.8655], [-1.8460, 0.4709, -0.8566], [0.5129, -0.1132, -0.3517], [-1.2142, -1.4658, -0.7411], [-2.7533, 0.2164, -1.1906]],
  "forces_ev_per_angstrom": [[-0.3, -0.1, -1.3], [1.1, -0.3, 0.3], [-0.8, -1.2, -1.1], [-1.9, 0.9, 1.8], [1.7, 2.6, -1.1], [0.6, -1.4, 0.3], [0.0, -1.2, -2.6], [-0.4, 0.2, -0.4], [1.7, 1.0, 2.2], [-1.7, -0.2, 0.3], [-1.7, -0.5, 1.3], [2.8, -1.7, 0.1], [-0.5, -0.4, 0.6], [0.3, -0.7, -0.3], [0.7, 1.5, -0.2], [0.3, -0.7, 0.2], [1.0, 1.1, -0.2], [-0.7, 0.0, 1.2], [-1.8, -0.8, -0.5], [-1.4, -1.3, -0.3], [1.2, 2.6, 0.5], [0.2, 0.6, -1.0], [0.5, 0.4, 0.0], [-0.8, -0.1, 0.2]],
  "nbo_charge": [0.242, 0.207, 0.239, 0.229, -0.200, -0.622, -0.146, 0.274, 0.309, 0.252, 0.199, -0.621, 0.303, 0.242, 0.209, -0.484, 0.213, -0.354, 0.417, 0.228, -0.495, -0.364, 0.268, 0.455],
  "smiles": "CC(C)[C@@H]1C=NC=[NH+][C@H]1C(=S)I",
  "molar_mass_g_mol": 295.2,
  "max_force_ev_per_a": 3.28,
  "homo_energy_ev": -12.9,
  "total_charge": 1,
  "relative_energy_kcal_mol": 3.65,
  "lumo_energy_ev": -5.480
}


3.
{
  "formula": "C12H23N5O3PtSe2",
  "method": "ωB97M-V with the def2-TZVPD basis set",
  "species": ["H", "C", "C", "H", "C", "O", "H", "H", "H", "H", "C", "H", "N", "H", "H", "C", "C", "N", "C", "H", "H", "C", "H", "H", "Se", "H", "H", "H", "N", "N", "H", "O", "Se", "H", "C", "C", "H", "H", "H", "N", "C", "O", "H", "Pt", "H", "C"],
  "coordinates": [[4.3719, -3.7551, -0.2527], [-0.6070, 1.9985, 1.3972], [0.3667, 0.9531, 1.9399], [-4.2589, -2.9158, -0.5972], [-0.6688, 3.1683, 2.3930], [-2.6455, 0.8106, 2.2332], [0.1620, 0.7829, 2.9971], [-5.6449, 0.5171, -1.1495], [-1.1781, 3.4231, 4.2621], [5.7814, -0.3812, -0.8937], [3.2248, -1.1609, -1.3313], [4.3941, -3.8361, -2.0307], [-4.1200, -0.9062, -1.1689], [-1.9233, 0.7213, 0.3029], [-2.1135, 0.0375, 2.4627], [5.7083, -1.3800, -1.3235], [2.4830, -3.2368, -1.1936], [2.1151, -1.9104, -1.3080], [4.0168, -3.2818, -1.1690], [1.3886, 1.3271, 1.8659], [-4.4788, -1.7564, 0.7312], [-4.6837, -1.9535, -0.3239], [4.0307, 0.7001, -1.5585], [-1.4997, 3.8222, 2.1041], [-0.2068, 1.5241, -1.5401], [6.3660, -2.0276, -0.7465], [-4.4350, 0.7139, 0.1450], [2.2784, 0.6073, -1.5258], [3.1940, 0.1597, -1.4445], [4.3579, -1.8764, -1.2244], [6.0647, -1.3536, -2.3568], [1.7529, -4.1880, -1.1309], [0.2765, -0.8519, 1.1994], [-4.0297, 1.1539, -1.5285], [-2.0081, 1.4273, 1.1282], [-4.5841, 0.4558, -0.9057], [-2.6618, 2.2434, 0.8063], [0.9882, 2.8670, 0.2510], [-5.7625, -1.9864, -0.4764], [-1.8674, -1.2451, -2.1333], [-0.0570, 2.6006, 0.0971], [-0.8340, 2.7057, 3.7254], [-0.6001, 3.5194, -0.1397], [0.2092, -0.8978, -1.2127], [0.2599, 3.7487, 2.3117], [-2.9226, -1.0873, -1.6874]],
  "forces_ev_per_angstrom": [[0.0, 0.0, 0.0], [-0.2, 0.0, 0.1], [0.0, -0.1, -0.1], [0.0, 0.0, 0.0], [0.0, 0.0, 0.0], [0.0, 0.0, 0.1], [0.0, 0.0, 0.0], [0.0, 0.0, 0.0], [0.0, 0.0, 0.0], [0.0, 0.0, 0.0], [-0.2, -0.3, 0.1], [0.0, 0.0, 0.0], [-0.1, 0.0, 0.0], [-0.1, 0.0, 0.0], [0.0, 0.0, 0.0], [0.0, 0.0, 0.0], [0.2, 0.1, -0.1], [-0.3, -0.3, 0.0], [-0.1, -0.1, 0.0], [0.0, 0.0, 0.0], [0.0, 0.0, 0.0], [0.0, -0.1, 0.0], [0.0, 0.0, 0.0], [0.0, 0.0, 0.0], [-0.2, -0.2, 0.1], [0.0, 0.0, 0.0], [0.0, 0.0, 0.0], [0.0, 0.0, 0.1], [0.0, 0.0, -0.1], [0.2, 0.0, 0.0], [0.0, 0.0, 0.0], [0.0, -0.1, 0.0], [0.3, 0.1, -0.5], [0.0, 0.0, 0.0], [0.1, 0.1, 0.0], [0.0, 0.0, 0.0], [0.0, 0.0, 0.0], [0.0, 0.0, 0.0], [0.0, 0.0, 0.0], [0.0, -0.2, -0.4], [0.0, 0.0, -0.1], [0.0, 0.0, 0.0], [0.0, 0.0, 0.0], [0.2, 1.0, 0.7], [0.0, 0.0, 0.0], [0.1, 0.0, 0.1]],
  "nbo_charge": [0.227, -0.153, -0.590, 0.224, -0.045, -0.732, 0.249, 0.200, 0.473, 0.206, 0.661, 0.222, -0.461, 0.192, 0.474, -0.407, 0.668, -0.691, -0.322, 0.212, 0.204, -0.395, 0.402, 0.166, -0.255, 0.221, 0.213, 0.450, -0.793, -0.400, 0.201, -0.560, -0.039, 0.230, -0.076, -0.402, 0.171, 0.205, 0.202, -0.510, -0.551, -0.726, 0.215, 0.538, 0.156, 0.525],
  "molar_mass_g_mol": 638.3,
  "max_force_ev_per_a": 1.21,
  "homo_energy_ev": -6.8,
  "total_charge": 0,
  "relative_energy_kcal_mol": 26.04,
  "lumo_energy_ev": -0.357
}